Entry 1:
# C2H3IOS

A 2-piece molecular cluster, C2H3IOS overall (wB97M-V/def2-TZVPD, the Open Molecules 2025 dataset).

Output
- Energy above the lowest of the compared OMol25 structures with the same formula, charge and spin: 2.778 eV
- Gap between HOMO and LUMO (alpha / beta): 7.321 / 5.502 eV
- E_LUMO (alpha / beta): -1.56 / -2.56 eV

Positions of all 8 atoms, in Å:
I -3.084 0.746 -0.349
S -0.198 -2.457 -0.544
O 1.678 0.255 0.336
C 0.304 0.318 -0.100
C -0.263 -0.942 -0.483
H 1.711 0.368 1.283
H 0.288 1.120 -0.921
H -0.436 0.591 0.778



Entry 2:
# C2H4N3S

An isolated ion of composition C2H4N3S and charge +1 (wB97M-V/def2-TZVPD, the Open Molecules 2025 dataset).

Output
- Energy above the lowest of the compared OMol25 structures with the same formula, charge and spin: 2.162 eV
- Total charge: +1
- Gap between HOMO and LUMO: 9.531 eV
- E_LUMO: -5.03 eV

Positions of all 10 atoms, in Å:
S -2.136 0.962 0.191
N -1.241 -1.343 -0.082
N -2.151 -0.573 0.069
N 1.464 -0.772 0.275
C 0.363 -0.154 0.113
C -0.200 1.057 -0.185
H 1.484 -1.766 0.140
H 2.409 -0.424 0.595
H -0.245 1.034 -1.265
H 0.253 1.981 0.149



Entry 3:
# H5N4P

One molecule with the formula H5N4P (wB97M-V/def2-TZVPD, the Open Molecules 2025 dataset).

Output
- Energy above the lowest of the compared OMol25 structures with the same formula, charge and spin: 0.052 eV
- SMILES: [H]/N=N/P(N)N
- Gap between HOMO and LUMO: 9.137 eV
- E_LUMO: 0.75 eV

Positions of all 10 atoms, in Å:
P -0.253 -0.166 -1.042
N -0.002 -1.390 0.106
N 2.005 0.376 0.019
N 0.961 0.909 -0.329
N -1.525 0.607 0.064
H -0.854 -1.487 0.693
H -2.242 1.066 -0.616
H 2.598 1.036 0.606
H 0.391 -2.312 -0.078
H -1.077 1.362 0.577